No. 1
Here is an isolated ion of composition C38H35N2OS and charge +1 in a non-equilibrium geometry from the OMol25 dataset. Energies are from wB97M-V/def2-TZVPD.

Geometry as XYZ:
```
77
Properties=species:S:1:pos:R:3:forces:R:3
C -2.37424 4.42415 -4.80496 0.11 -0.06 0.04
C -1.03980 4.02407 -4.93710 -0.15 -0.01 -0.27
C -0.72662 2.72553 -5.35645 -0.29 -0.05 0.12
C -1.77534 1.83095 -5.58896 0.04 -0.07 0.63
O -1.58928 0.44343 -5.67603 0.42 -0.51 -0.30
C -1.01265 -0.20910 -4.58299 -0.53 1.07 -0.09
C -1.81050 -1.06972 -3.82166 0.17 0.32 -0.30
C -1.32179 -1.52165 -2.60404 0.48 -0.30 0.02
C -0.08792 -1.07178 -2.10078 -0.34 -0.33 -0.56
C 0.34570 -1.45527 -0.70095 0.18 -1.03 -0.92
C 1.76806 -2.01277 -0.73132 0.22 0.02 -0.61
C 1.95393 -3.40000 -0.72462 0.00 0.22 0.08
C 3.23870 -3.94362 -0.80613 0.09 0.17 -0.12
C 4.35438 -3.09831 -0.89952 -0.18 -0.16 0.21
C 4.17304 -1.71501 -0.93506 -0.34 0.08 -0.17
C 2.88167 -1.17638 -0.91764 0.38 -0.36 0.28
C 0.73339 -0.32554 -2.93902 0.00 0.35 -0.37
C 0.28686 0.09517 -4.18678 -0.01 -0.05 0.24
C -3.10270 2.26300 -5.61304 0.35 -0.14 0.46
C -3.40311 3.53693 -5.14165 0.10 0.16 -0.47
H -2.61434 5.43832 -4.47330 0.11 -0.41 -0.05
H -0.22511 4.72059 -4.71768 -0.35 -0.21 -0.12
H 0.30948 2.40915 -5.48333 -0.44 0.23 0.14
H -2.82472 -1.29075 -4.15631 0.35 -0.07 0.04
H -1.90699 -2.22684 -2.00755 0.08 0.30 -0.19
H -0.32209 -2.26321 -0.37187 0.13 0.00 0.04
H 1.07099 -4.04844 -0.65860 0.44 0.19 0.07
H 3.36729 -5.03053 -0.79968 -0.03 0.45 0.00
H 5.36530 -3.51379 -0.93489 -0.40 0.11 0.01
H 5.02339 -1.03199 -0.99255 -0.20 -0.32 -0.08
H 2.78050 -0.08952 -1.01883 -0.03 -0.46 0.25
H 1.74310 -0.03948 -2.65173 -0.42 -0.09 -0.05
H 0.92929 0.71515 -4.80802 -0.21 -0.36 0.16
H -3.86182 1.55346 -5.93307 0.03 0.14 0.28
H -4.45060 3.83173 -5.06392 0.33 0.06 -0.08
C 1.89906 2.10447 4.28129 -0.07 0.07 -0.01
C 2.04709 0.89757 3.34738 0.20 -0.16 0.42
C 3.47074 0.86321 2.78219 0.19 -0.02 0.03
C 1.00857 0.88123 2.22226 0.16 0.50 0.21
C -0.39293 0.95590 2.75398 -0.30 0.32 0.29
N -1.32793 0.83874 1.63329 -0.04 -0.23 -0.03
C -2.68873 1.18857 1.77253 0.32 -0.18 -0.05
C -3.41433 0.86010 0.63635 -0.31 0.26 0.38
C -4.79242 1.08519 0.60409 0.07 0.11 0.19
C -5.41591 1.62365 1.74530 0.44 -0.17 -0.36
C -4.66815 1.94198 2.89044 0.54 -0.16 -0.32
C -3.28134 1.72395 2.91027 -0.34 0.18 0.05
S -2.37123 0.13613 -0.58156 -0.67 0.26 0.01
C -1.02488 0.21501 0.47607 1.46 -0.66 0.51
N 0.20886 -0.35708 0.24476 -1.77 1.65 1.01
C 1.15278 -0.35963 1.37010 0.47 -0.27 -0.19
C 1.09545 -1.65324 2.15223 0.03 -0.23 0.05
C 2.29258 -2.33180 2.41344 -0.09 -0.04 0.03
C 2.31503 -3.40490 3.29779 -0.16 0.08 -0.14
C 1.12594 -3.82026 3.90505 0.03 -0.02 0.04
C -0.08614 -3.21525 3.56745 -0.10 0.07 -0.25
C -0.11044 -2.15042 2.65693 0.35 -0.08 0.30
H 1.90495 3.04705 3.71455 0.00 -0.16 0.14
H 0.98178 2.05882 4.88113 0.15 0.06 -0.13
H 2.74487 2.12712 4.98195 -0.28 0.02 -0.17
H 1.88155 -0.01212 3.95121 0.13 0.24 -0.12
H 3.57562 1.56463 1.94102 0.03 -0.10 0.19
H 4.18661 1.15798 3.56110 -0.15 -0.09 -0.25
H 3.76162 -0.13563 2.43991 -0.03 0.29 0.01
H 1.20077 1.75895 1.57850 -0.14 -0.20 0.10
H -0.57636 0.15805 3.49193 -0.04 0.20 -0.24
H -0.59006 1.91276 3.24381 0.08 -0.10 -0.15
H -5.34029 0.83753 -0.30402 -0.09 0.10 0.33
H -6.49043 1.79784 1.73875 0.27 -0.06 -0.04
H -5.15569 2.36625 3.76874 0.12 -0.16 -0.29
H -2.66750 1.96678 3.77983 -0.38 -0.07 -0.21
H 2.13530 -0.27206 0.92003 -0.05 -0.16 0.14
H 3.20649 -2.03637 1.88503 -0.36 -0.07 0.31
H 3.26150 -3.91280 3.49325 -0.36 0.10 0.03
H 1.15207 -4.63420 4.63161 -0.08 0.22 -0.25
H -1.02885 -3.55997 4.00027 0.39 0.01 -0.11
H -1.06108 -1.69164 2.35982 0.30 -0.25 0.23
```
Positions in Å, forces in eV/Å.

Properties
Calculated total energy = -2051.77827 a.u.
Gap between HOMO and LUMO = 8.3 eV
Total charge = +1
Lowest unoccupied orbital energy = -0.096 Eh
Highest occupied orbital energy = -10.86 eV


No. 2
Here is C38H35N5O2P2PtS2Te as an isolated structure in a non-equilibrium geometry from the OMol25 dataset. Energies are from wB97M-V/def2-TZVPD.

Geometry as XYZ:
```
86
Properties=species:S:1:pos:R:3:forces:R:3
Pt 0.41996 -1.00277 -1.16420 -0.07 -0.21 -0.40
S 0.53811 1.62277 -0.70261 0.02 -0.04 0.28
P 1.02757 0.74169 1.07612 -0.19 0.21 -0.16
C 1.48654 -0.88033 0.49017 -0.17 0.08 0.16
P 2.62103 -2.06840 1.10637 -0.43 0.11 0.68
S 3.22133 -3.20132 -0.50106 -0.14 0.06 -0.15
C 4.06257 -1.38550 1.91739 -0.69 -0.34 0.66
C 5.27893 -1.29972 1.26869 0.35 0.26 0.57
C 6.34295 -0.70620 1.95146 0.36 0.34 -0.70
C 6.20362 -0.26157 3.25400 0.59 0.38 0.13
C 4.98193 -0.37389 3.88531 -0.59 0.56 1.11
C 3.90529 -0.92635 3.24676 0.29 -0.28 -0.93
C 1.80207 -3.15306 2.32361 -0.03 -0.04 -0.92
C 0.42044 -3.29352 2.22614 -0.46 -0.12 0.58
C -0.26309 -3.96812 3.23262 -0.58 0.15 -0.82
C 0.39191 -4.54754 4.27935 0.90 -0.15 1.35
C 1.78299 -4.46713 4.34046 0.91 -0.41 0.44
C 2.50438 -3.81170 3.32937 -0.75 0.21 0.92
C -0.43848 0.73447 2.18776 1.77 -0.27 -1.12
C -0.47932 -0.27096 3.12250 -0.16 -0.17 0.04
C -1.53851 -0.31949 4.00013 0.19 -0.27 0.45
C -2.47287 0.69694 3.97035 -0.84 -0.04 -0.54
C -2.48966 1.64824 2.94166 0.83 -0.42 0.81
C -1.41893 1.68932 2.05911 -0.58 0.30 0.23
C 2.34255 1.68810 1.84594 -0.23 -1.03 -0.38
C 2.17101 2.30380 3.07886 0.03 -0.27 -0.58
C 3.24133 3.00496 3.57366 0.15 0.37 0.73
C 4.45594 3.01104 2.92411 1.12 1.26 0.75
C 4.62935 2.36198 1.71900 0.03 -0.12 -0.23
C 3.56445 1.68296 1.16131 -0.11 0.65 0.64
H 5.41887 -1.70317 0.27680 -0.03 0.16 -0.10
H 7.24631 -0.48482 1.38050 -0.02 -0.39 0.39
H 7.02447 0.21523 3.80373 -0.23 -0.24 -0.47
H 4.78334 0.05112 4.88247 0.52 -0.36 -0.45
H 2.99139 -1.00843 3.80543 -0.46 -0.05 -0.16
H -0.18386 -2.79973 1.47466 0.32 0.07 -0.20
H -1.33783 -4.02255 3.20911 -0.25 0.05 -0.15
H -0.14598 -4.97342 5.13793 0.17 0.03 -0.63
H 2.32170 -4.90521 5.22130 -0.52 0.46 -1.07
H 3.56076 -3.65530 3.42750 0.39 -0.21 0.00
H 0.29478 -1.01425 3.13695 0.16 -0.23 0.13
H -1.61132 -1.15602 4.69287 -0.03 0.37 0.09
H -3.26279 0.69235 4.70183 -0.22 0.04 0.08
H -3.27146 2.37380 2.90650 -0.33 0.41 -0.05
H -1.32296 2.46749 1.32047 -0.10 0.15 -0.19
H 1.24183 2.21529 3.61735 -0.17 0.17 0.04
H 3.15301 3.57670 4.48242 -0.10 -0.04 0.24
H 5.27146 3.61849 3.40338 -0.74 -0.81 -0.75
H 5.56841 2.39588 1.19479 0.23 0.01 -0.01
H 3.69863 1.20047 0.21327 -0.19 -0.23 -0.35
N 0.03109 -3.36598 -1.87673 1.78 0.42 1.25
N -0.26341 -3.32712 -3.20629 -1.16 0.17 -0.91
C -0.79380 -2.15102 -3.75633 1.04 -0.52 1.20
N -1.14667 -2.29087 -5.02217 -0.30 1.21 -0.23
N -0.80125 -1.04574 -2.99275 0.67 -1.98 0.04
N -1.26558 0.08413 -3.63805 -0.70 0.24 -1.67
O -1.32487 1.11584 -2.77389 -0.26 -0.44 0.14
O -2.62169 -0.28579 -3.98178 0.14 0.76 -0.54
H 0.93207 -3.84208 -1.74966 -0.61 0.27 0.22
H -0.67429 -3.72020 -1.25385 -0.43 -0.31 -0.05
H -0.63291 -4.21561 -3.53832 -0.05 0.50 -0.48
H -0.95510 -3.12859 -5.52314 0.20 -0.56 -0.11
H -1.35002 -1.48045 -5.59369 -0.19 -0.03 0.10
Te -2.24761 0.63790 -1.03961 0.07 0.60 -0.11
C -3.04759 0.19053 -5.25554 0.23 0.09 0.04
C -4.41434 0.04675 -5.45274 -0.18 -0.32 0.65
C -4.95515 0.46043 -6.65968 0.36 -0.44 0.84
C -4.11846 0.94199 -7.64799 -0.64 0.26 -0.51
C -2.77756 1.10940 -7.48205 1.26 -0.31 1.63
C -2.21749 0.71972 -6.25379 0.65 0.15 0.95
C -3.20710 2.48555 -1.09125 -0.75 0.11 -0.12
C -3.06387 3.48585 -2.05330 -0.37 0.14 0.19
C -3.92595 4.58824 -1.99343 0.26 0.06 -0.09
C -4.94222 4.67299 -1.04350 0.20 0.94 0.59
C -5.07415 3.67034 -0.09126 -0.51 0.26 -0.09
C -4.23298 2.58937 -0.14013 0.52 -0.78 0.42
H -5.01310 -0.40394 -4.63403 0.33 0.50 -0.72
H -6.02145 0.40696 -6.78146 -0.19 -0.06 -0.30
H -4.54922 1.22672 -8.56483 -0.53 0.38 -1.02
H -2.08771 1.58506 -8.16928 -0.45 -0.15 -0.36
H -1.15191 0.93172 -6.02839 -0.82 -0.27 -0.23
H -2.33553 3.43902 -2.84998 0.14 -0.09 0.13
H -3.73359 5.40795 -2.68428 -0.28 -0.20 0.08
H -5.54662 5.59104 -0.89386 0.39 -0.74 -0.59
H -5.84556 3.73324 0.67809 0.24 -0.03 -0.24
H -4.35855 1.80407 0.60533 0.01 0.04 -0.09
```
Positions in Å, forces in eV/Å.

Properties
Calculated total energy = -3758.98978 a.u.
Gap between HOMO and LUMO (spin up / spin down) = 6.6 / 4.9 eV
Total charge = +2
Multiplicity = 5
Lowest unoccupied orbital energy (spin up / spin down) = -0.194 / -0.303 Eh
<S²> = 6.024
Highest occupied orbital energy (spin up / spin down) = -11.90 / -13.13 eV